Entry from OMol25: a 7-piece molecular cluster, C31H65BFNO23P overall (the ωB97M-V functional and the def2-TZVPD basis).

Kohn-Sham gap = 6.3 eV
total charge = -1
total energy = -94473.4263 eV
strongest force on any atom = 0.297 eV Å⁻¹

Structure (XYZ):
```
123
C31H65BFNO23P, DFT the ωB97M-V functional and the def2-TZVPD basis
P 1.636 2.343 -0.663
F 3.772 0.237 3.034
O 2.311 3.575 -1.499
O 1.441 -4.078 -2.729
O -5.563 3.818 2.919
O 11.118 -5.469 -5.121
O 0.576 -0.135 1.641
O 0.118 2.440 -1.145
O 5.121 -1.218 -3.089
O 5.437 0.793 -4.060
O 0.001 -5.640 -3.095
O -10.954 8.346 1.452
O -3.086 -4.342 -1.163
O -5.078 -4.872 -1.800
O -3.834 -6.434 -0.749
O -5.004 5.638 1.708
O 2.101 -5.910 -3.878
O 8.920 -5.173 -5.541
O -8.867 8.825 1.740
O 10.134 -6.822 -6.491
O -9.620 6.811 2.431
O 2.281 1.080 -1.017
O -3.813 3.719 1.663
O 6.585 -0.897 -4.779
O -0.281 2.015 1.741
N -1.566 -1.232 0.203
C 1.771 2.915 1.029
C 1.522 0.625 2.317
C -9.791 7.890 1.924
C -1.420 0.271 3.287
C 1.271 -5.266 -3.286
C 1.452 1.593 5.672
C 3.026 -1.128 1.246
C 2.943 0.237 1.874
C -3.976 -5.314 -1.177
C 2.104 2.448 4.588
C -1.731 0.193 0.588
C -6.676 4.554 3.426
C -1.847 -4.661 -0.505
C -12.040 7.424 1.583
C 2.747 -3.506 -2.912
C -6.125 -5.837 -1.890
C 11.060 -4.344 -4.234
C 8.947 -7.248 -7.172
C -3.053 -1.092 4.698
C 1.216 3.009 3.456
C -2.133 -1.066 3.473
C 1.047 2.117 2.150
C 6.910 -2.288 -4.699
C -0.332 -6.916 -3.643
C 5.658 -0.504 -3.896
C -2.914 4.320 0.725
C 9.956 -5.763 -5.702
C -0.128 3.520 3.969
C -4.805 4.498 2.058
C -7.556 8.457 2.196
C 4.420 1.324 -3.184
B -0.740 0.557 1.823
H -1.382 -7.068 -3.407
H -2.714 -1.300 2.579
H -2.022 -4.869 0.548
H 12.066 -4.233 -3.843
H 3.396 0.977 1.216
H 2.293 4.403 -1.010
H -1.392 -1.864 3.574
H -2.448 5.203 1.161
H 9.247 -8.106 -7.765
H 0.273 -7.699 -3.189
H -12.214 7.184 2.630
H -7.192 7.577 1.668
H -0.695 2.746 4.483
H -5.797 -6.712 -2.450
H -7.569 8.258 3.265
H 1.110 0.626 5.305
H -6.937 -5.338 -2.411
H 2.946 -3.358 -3.972
H 2.174 1.402 6.469
H 2.841 3.039 1.229
H -2.780 0.327 0.882
H -1.376 -5.512 -0.988
H -7.343 4.856 2.619
H -12.903 7.930 1.161
H 2.592 -1.084 0.251
H -2.143 1.083 3.463
H 1.764 3.901 3.133
H -2.158 3.570 0.501
H 1.497 0.393 3.390
H 7.667 -2.463 -5.457
H 1.308 3.909 1.054
H -11.831 6.507 1.035
H -2.566 -0.603 5.547
H 3.510 -4.154 -2.485
H 2.941 1.900 4.153
H -0.001 3.211 -1.710
H 2.732 -2.552 -2.396
H 6.033 -2.902 -4.897
H -0.669 0.360 4.086
H -6.337 5.440 3.961
H 4.355 2.383 -3.413
H -1.225 -3.779 -0.599
H 4.075 -1.423 1.173
H -6.447 -6.150 -0.898
H -3.450 4.599 -0.182
H -3.974 -0.536 4.500
H 3.464 0.840 -3.362
H -0.744 3.866 3.141
H -1.561 0.865 -0.263
H 2.547 3.314 5.093
H 0.031 4.354 4.661
H 7.301 -2.536 -3.713
H 10.759 -3.448 -4.774
H -0.676 -1.343 -0.268
H 2.469 -1.854 1.837
H -6.921 9.310 1.980
H -0.179 -6.922 -4.721
H 0.597 2.099 6.122
H 8.177 -7.528 -6.457
H 8.571 -6.454 -7.814
H 4.692 1.178 -2.143
H -3.321 -2.108 5.002
H -7.194 3.884 4.104
H 10.356 -4.532 -3.426
H -2.289 -1.502 -0.457
```

Results of the Löwdin charge analysis, in e, for atoms 1 through 6: 0.486, -0.068, -0.155, 0.013, 0.009, 0.004